ORCA calculation (the ωB97M-V functional and the def2-TZVPD basis) on a structure of composition C29H32BCl5N4O3Ru.

- energy relative to the best compared isomer or geometry (same formula, charge and spin) (eV) = 0.023
- molecular weight (g mol⁻¹) = 773.75
- net charge = -2
- total energy (eV) = -108566.2936
- spin multiplicity = 5
- largest force on an atom (eV/A) = 0.5
- frontier orbital gap (alpha / beta) (eV) = 3.01 / 4.33
- HOMO level (alpha / beta) (eV) = 1.00 / -0.32

```
75
C29H32BCl5N4O3Ru the ωB97M-V functional and the def2-TZVPD basis
Ru 0.474 -1.073 0.268
Cl 1.226 2.121 0.665
C -0.263 1.902 -0.226
C -0.608 0.591 -0.610
C -1.769 0.551 -1.398
Cl -2.280 -0.985 -2.041
C -2.559 1.658 -1.698
Cl -4.016 1.508 -2.639
C -2.193 2.919 -1.234
Cl -3.167 4.311 -1.577
C -1.017 3.037 -0.498
Cl -0.526 4.606 0.066
C -7.909 -3.343 -0.351
C -6.866 -2.829 0.642
C -7.221 -3.380 2.031
C -6.959 -1.296 0.669
C -5.443 -3.242 0.265
C -5.151 -3.956 -0.885
C -3.830 -4.260 -1.259
C -2.812 -3.825 -0.449
O -1.487 -3.931 -0.624
B -0.841 -3.175 0.457
O -1.955 -2.788 1.358
C -3.092 -3.120 0.732
C -4.383 -2.824 1.096
H -8.904 -3.013 -0.041
H -7.915 -4.434 -0.398
H -7.722 -2.957 -1.355
H -8.233 -3.078 2.319
H -6.528 -3.013 2.788
H -7.171 -4.471 2.033
H -7.973 -0.979 0.935
H -6.707 -0.882 -0.308
H -6.265 -0.867 1.392
H -5.950 -4.282 -1.537
H -3.615 -4.794 -2.176
H -4.561 -2.254 2.000
O 2.658 -0.789 -0.189
N 3.197 -0.609 -1.417
C 2.535 0.093 -2.398
C 3.162 0.447 -3.553
C 4.532 0.130 -3.779
C 5.197 -0.536 -2.728
C 4.547 -0.881 -1.579
H 1.498 0.300 -2.169
H 2.578 0.974 -4.298
H 5.041 0.403 -4.693
H 6.247 -0.796 -2.807
H 4.998 -1.396 -0.744
C -2.141 0.329 2.344
C -0.955 -0.222 3.053
N 0.256 -0.356 2.566
C 1.023 -0.896 3.565
C 0.270 -1.097 4.679
N -0.992 -0.651 4.343
H -2.259 -0.187 1.392
H -2.009 1.394 2.146
H -3.047 0.186 2.938
H 2.059 -1.138 3.395
H 0.496 -1.517 5.643
H -1.820 -0.706 4.907
C 1.688 -3.917 -1.245
C 1.483 -4.082 0.271
C 2.816 -3.823 0.977
C 1.039 -5.525 0.562
N 0.492 -3.164 0.810
H 2.454 -4.603 -1.623
H 2.002 -2.894 -1.457
H 0.752 -4.112 -1.771
H 3.586 -4.527 0.635
H 2.686 -3.940 2.057
H 3.139 -2.803 0.763
H 1.796 -6.246 0.231
H 0.102 -5.743 0.046
H 0.881 -5.650 1.636
```